(1)
ORCA calculation (wB97M-V/def2-TZVPD) on a molecular structure, C47H47N4O2PbSSe.

Properties
**HOMO**: -10.36 eV
**Total charge**: +1
**Max |F|**: 0.444 eV Å⁻¹

Positions of all 103 atoms, in Å:
Pb: -0.32 -1.26 0.65
O: 1.38 0.71 -0.31
C: 1.23 2.14 0.02
C: 0.70 2.20 1.48
C: -0.69 1.90 1.98
C: -1.30 2.88 2.75
C: -2.48 2.60 3.42
C: -3.00 1.33 3.33
C: -2.37 0.38 2.54
C: -2.90 -1.02 2.49
C: -1.98 -2.05 3.21
O: -0.69 -1.97 2.69
C: -1.95 -1.69 4.70
C: -1.02 -0.77 5.17
C: -1.01 -0.38 6.50
C: -1.94 -0.91 7.39
C: -2.86 -1.84 6.93
C: -2.87 -2.22 5.60
C: -2.53 -3.46 2.99
C: -3.81 -3.74 2.53
C: -4.22 -5.05 2.30
C: -3.35 -6.10 2.53
C: -2.07 -5.84 3.01
C: -1.67 -4.53 3.24
N: -1.24 0.68 1.86
C: 2.56 2.91 0.11
C: 2.72 4.16 -0.47
C: 3.89 4.88 -0.30
C: 4.93 4.36 0.45
C: 4.78 3.12 1.06
C: 3.60 2.41 0.90
C: 0.33 2.75 -1.05
C: 0.80 2.77 -2.37
C: 0.07 3.37 -3.38
C: -1.17 3.94 -3.11
C: -1.65 3.92 -1.81
C: -0.90 3.34 -0.79
H: 0.92 3.21 1.81
H: 1.37 1.54 2.04
H: -0.85 3.86 2.82
H: -2.96 3.36 4.03
H: -3.89 1.05 3.87
H: -3.03 -1.35 1.46
H: -3.88 -1.02 2.96
H: -0.29 -0.37 4.47
H: -0.28 0.34 6.84
H: -1.93 -0.62 8.43
H: -3.58 -2.27 7.62
H: -3.60 -2.95 5.26
H: -4.52 -2.94 2.34
H: -5.22 -5.24 1.93
H: -3.66 -7.12 2.34
H: -1.39 -6.65 3.20
H: -0.68 -4.33 3.61
H: 1.91 4.60 -1.05
H: 3.99 5.86 -0.75
H: 5.86 4.91 0.57
H: 5.57 2.71 1.67
H: 3.48 1.47 1.42
H: 1.77 2.35 -2.60
H: 0.48 3.40 -4.39
H: -1.74 4.41 -3.90
H: -2.60 4.37 -1.58
H: -1.30 3.36 0.21
S: -2.93 -0.50 -0.85
C: -2.90 -0.69 -2.53
N: -1.90 -0.16 -3.28
C: -1.80 -0.28 -4.63
C: -2.75 -0.94 -5.33
C: -3.83 -1.50 -4.62
C: -3.91 -1.38 -3.26
H: -1.20 0.39 -2.78
H: -0.93 0.19 -5.08
H: -2.67 -1.04 -6.40
H: -4.60 -2.04 -5.16
H: -4.72 -1.80 -2.69
C: 3.18 -0.30 -7.05
C: 3.06 -0.23 -5.55
C: 3.82 0.68 -4.82
C: 3.76 0.74 -3.43
C: 4.61 1.78 -2.74
C: 2.90 -0.15 -2.76
Se: 2.89 -0.20 -0.85
C: 2.13 -1.09 -3.48
C: 1.24 -2.10 -2.80
C: 2.22 -1.10 -4.86
H: 3.66 0.58 -7.46
H: 2.20 -0.42 -7.51
H: 3.77 -1.17 -7.33
H: 4.48 1.35 -5.34
H: 5.49 1.99 -3.34
H: 4.93 1.47 -1.75
H: 4.05 2.71 -2.63
H: 0.59 -1.63 -2.07
H: 1.84 -2.84 -2.26
H: 0.63 -2.62 -3.53
H: 1.64 -1.82 -5.42
N: 2.39 -3.23 1.32
N: 1.89 -2.04 1.92
H: 2.94 -3.77 1.98
H: 2.99 -2.97 0.54
H: 2.62 -1.43 2.27
H: 1.28 -2.29 2.69



(2)
ORCA calculation (wB97M-V/def2-TZVPD) on a molecular structure, C47H47N4O4P2STl.

Properties
**HOMO (alpha / beta)**: -0.46 / -0.05 eV
**Total charge**: -2
**Max |F|**: 0.200 eV Å⁻¹
**Energy relative to the best compared isomer or geometry (same formula, charge and spin)**: 0.0000 eV

Positions of all 106 atoms, in Å:
Tl: -0.09 0.03 -1.36
C: 1.83 -0.76 3.11
N: 2.93 0.13 2.83
C: 3.06 0.65 1.49
P: 3.08 -0.69 0.16
C: 4.33 0.04 -0.99
C: 5.49 -0.64 -1.37
C: 6.39 -0.08 -2.27
C: 6.15 1.18 -2.80
C: 4.99 1.86 -2.44
C: 4.09 1.29 -1.55
C: 4.14 -1.93 1.02
C: 5.27 -1.61 1.77
C: 5.98 -2.59 2.45
C: 5.58 -3.92 2.38
C: 4.46 -4.26 1.63
C: 3.75 -3.27 0.96
C: 3.84 0.44 3.83
C: 4.05 -0.43 4.91
C: 4.96 -0.11 5.91
C: 5.69 1.07 5.87
C: 5.48 1.93 4.80
C: 4.57 1.64 3.80
P: 0.22 -0.22 2.31
C: -0.88 -1.24 3.36
C: -0.72 -2.63 3.35
C: -1.61 -3.46 4.03
C: -2.69 -2.91 4.70
C: -2.87 -1.54 4.70
C: -1.97 -0.71 4.04
C: 0.02 1.44 3.02
C: 0.58 1.84 4.23
C: 0.45 3.16 4.66
C: -0.24 4.08 3.88
C: -0.81 3.68 2.68
C: -0.67 2.37 2.24
H: 1.68 -0.82 4.19
H: 2.04 -1.79 2.76
H: 3.97 1.23 1.41
H: 2.22 1.30 1.20
H: 5.70 -1.63 -0.96
H: 7.28 -0.63 -2.55
H: 6.85 1.62 -3.50
H: 4.78 2.83 -2.86
H: 3.15 1.80 -1.32
H: 5.61 -0.58 1.83
H: 6.85 -2.32 3.04
H: 6.13 -4.69 2.91
H: 4.14 -5.29 1.57
H: 2.86 -3.53 0.39
H: 3.54 -1.38 4.95
H: 5.11 -0.81 6.72
H: 6.40 1.31 6.65
H: 6.02 2.87 4.75
H: 4.39 2.37 3.02
H: 0.10 -3.07 2.79
H: -1.46 -4.53 4.01
H: -3.40 -3.56 5.21
H: -3.73 -1.10 5.20
H: -2.13 0.36 4.04
H: 1.12 1.14 4.85
H: 0.89 3.46 5.60
H: -0.32 5.11 4.20
H: -1.32 4.40 2.05
H: -1.08 2.07 1.29
C: -7.33 -3.61 -3.65
C: -6.43 -3.59 -2.42
S: -7.01 -2.31 -1.30
O: -8.33 -2.70 -0.87
O: -6.80 -1.05 -1.96
C: -5.88 -2.50 0.07
C: -5.81 -1.30 1.02
N: -4.94 -0.25 0.55
C: -3.58 -0.37 0.37
N: -3.05 0.74 -0.06
C: -4.08 1.65 -0.17
C: -5.27 1.07 0.21
N: -6.51 1.63 0.32
O: -6.64 2.85 -0.06
O: -7.48 0.96 0.87
C: -2.83 -1.62 0.65
H: -6.99 -4.38 -4.35
H: -7.30 -2.65 -4.16
H: -8.36 -3.82 -3.37
H: -5.40 -3.35 -2.68
H: -6.46 -4.53 -1.87
H: -4.91 -2.72 -0.36
H: -6.24 -3.38 0.60
H: -5.44 -1.68 1.98
H: -6.79 -0.84 1.17
H: -3.93 2.67 -0.49
H: -3.15 -2.11 1.58
H: -1.78 -1.37 0.74
H: -2.89 -2.35 -0.16
C: 0.96 1.84 -0.69
C: 0.89 3.21 -0.50
C: 1.95 3.97 0.12
C: 1.85 5.34 0.33
C: 0.73 6.07 -0.06
C: -0.31 5.36 -0.69
C: -0.25 4.00 -0.90
H: 2.85 3.46 0.45
H: 2.67 5.85 0.82
H: 0.66 7.13 0.11
H: -1.21 5.89 -1.00
H: -1.08 3.49 -1.37